No. 1
# C17H28ClN5O7STi

A structure of composition C17H28ClN5O7STi (ωB97M-V with the def2-TZVPD basis set, the Open Molecules 2025 dataset).

Atoms and positions in Å:
Ti  0.92  0.10  0.48
C  -5.71  -1.22  -1.18
C  -4.96  0.04  -1.58
N  -3.92  0.42  -0.65
C  -2.71  -0.30  -0.57
S  -2.11  -1.04  -1.97
N  -2.28  -0.31  0.68
N  -1.04  -0.60  1.08
C  -0.93  -1.16  2.25
C  -2.15  -1.63  3.00
C  0.38  -1.40  2.82
C  0.58  -2.06  4.03
C  1.86  -2.34  4.48
C  2.94  -1.97  3.71
C  2.69  -1.29  2.53
N  1.47  -1.00  2.11
H  -6.49  -1.46  -1.92
H  -6.18  -1.11  -0.20
H  -5.01  -2.06  -1.14
H  -5.65  0.88  -1.67
H  -4.47  -0.13  -2.54
H  -4.24  0.62  0.29
H  -3.03  -1.25  2.50
H  -2.15  -1.27  4.03
H  -2.19  -2.72  3.02
H  -0.28  -2.34  4.62
H  2.01  -2.84  5.42
H  3.95  -2.18  4.02
H  3.50  -0.95  1.89
O  3.54  3.37  1.73
Cl  3.05  1.95  2.16
O  3.27  1.74  3.70
O  2.68  0.29  -0.23
O  0.51  1.48  1.25
N  3.03  0.34  -1.59
C  3.49  -0.96  -2.07
C  2.34  -1.92  -2.38
C  1.71  -2.42  -1.07
O  2.10  -3.50  -0.61
O  0.83  -1.66  -0.57
H  1.20  0.72  -1.79
H  3.82  0.98  -1.61
H  4.16  -1.44  -1.34
H  4.06  -0.77  -2.98
H  2.72  -2.78  -2.93
H  1.58  -1.41  -2.97
C  1.33  3.22  -1.30
C  0.14  2.39  -1.79
C  0.00  2.48  -3.31
C  -1.13  2.85  -1.10
O  0.32  1.00  -1.46
H  1.14  4.28  -1.46
H  2.24  2.94  -1.83
H  1.49  3.04  -0.24
H  -0.24  3.51  -3.60
H  -0.80  1.81  -3.64
H  0.93  2.18  -3.80
H  -1.29  3.92  -1.26
H  -1.02  2.64  -0.03
H  -1.99  2.29  -1.47

HOMO-LUMO gap: 4.76 eV
Energy relative to the best compared isomer or geometry (same formula, charge and spin): 19.97 kcal per mole
HOMO energy: -0.0035 hartree
E: -3172.853975 hartree
E_LUMO: 4.670 eV
Total charge: -2
Strongest force on any atom: 0.0530 Eh/bohr

No. 2
# C17H28N2O2

An isolated molecule of C17H28N2O2 (ωB97M-V with the def2-TZVPD basis set, the Open Molecules 2025 dataset).

Atoms and positions in Å:
C  -4.88  -2.59  -1.31
C  -5.05  -1.19  -0.71
C  -3.85  -0.79  0.14
C  -4.03  0.60  0.75
O  -2.95  0.99  1.56
C  -1.80  1.46  1.00
C  -1.57  1.63  -0.36
C  -0.36  2.13  -0.80
C  0.65  2.47  0.08
C  0.41  2.32  1.44
C  -0.79  1.82  1.90
H  -0.98  1.70  2.95
H  1.17  2.60  2.16
C  1.98  2.99  -0.42
N  3.03  2.02  -0.67
C  3.62  1.36  0.47
C  2.91  0.07  0.90
N  2.85  -0.85  -0.23
C  2.10  -0.22  -1.31
C  2.82  1.07  -1.74
H  2.27  1.55  -2.55
H  3.81  0.79  -2.12
H  2.08  -0.90  -2.16
H  1.07  0.01  -1.01
C  2.29  -2.13  0.13
H  1.35  -2.03  0.70
C  3.28  -2.99  0.92
O  2.87  -4.33  1.00
H  2.00  -4.37  1.42
H  4.24  -3.00  0.40
H  3.43  -2.58  1.93
H  2.07  -2.67  -0.80
H  3.49  -0.40  1.70
H  1.90  0.29  1.28
H  3.66  2.06  1.31
H  4.65  1.10  0.19
H  2.38  3.70  0.31
H  1.82  3.52  -1.36
H  -0.21  2.26  -1.87
H  -2.33  1.38  -1.09
H  -4.89  0.59  1.42
H  -4.22  1.34  -0.04
H  -3.71  -1.51  0.95
H  -2.94  -0.81  -0.48
H  -5.95  -1.17  -0.09
H  -5.19  -0.47  -1.51
H  -4.77  -3.33  -0.52
H  -4.00  -2.62  -1.94
H  -5.75  -2.85  -1.91

HOMO-LUMO gap: 8.64 eV
Energy relative to the best compared isomer or geometry (same formula, charge and spin): 69.54 kcal per mole
HOMO energy: -0.2906 hartree
E: -924.531197 hartree
E_LUMO: 0.734 eV
SMILES string: CCCCOc1ccc(CN2CCN(CCO)CC2)cc1
Strongest force on any atom: 0.0101 Eh/bohr